Entry 1:
{"formula": "C5H7N5O2", "method": "wB97M-V/def2-TZVPD", "smiles": "COc1nc(N)nc(N)c1N=O", "e_tot_ev": -16840.527, "de_lowest_kcal_mol": 99.2, "total_charge": 0, "orbital_gap_ev": 8.7, "max_force_ha_per_bohr": 0.167, "lumo_ev": -0.229, "elements": ["C", "C", "C", "C", "C", "H", "H", "H", "H", "H", "H", "H", "N", "N", "N", "N", "N", "O", "O"], "positions_angstrom": [[1.095, 2.803, 0.394], [0.248, 0.804, -0.432], [-1.772, -0.253, -0.193], [0.079, -1.555, -0.098], [0.859, -0.445, -0.279], [1.612, 3.572, 0.113], [0.096, 2.918, 0.957], [1.975, 2.176, 1.090], [-3.438, 0.843, -0.131], [-3.585, -1.075, 0.263], [-0.046, -3.714, 0.108], [1.613, -2.854, 0.101], [-1.073, 0.993, -0.392], [-3.111, -0.099, -0.169], [-1.246, -1.447, -0.087], [0.578, -2.766, -0.054], [2.262, -0.349, -0.350], [0.970, 1.891, -0.705], [2.886, -1.443, -0.138]]}

Entry 2:
{"formula": "C21H16ClF6N6O6S2Sc", "method": "wB97M-V/def2-TZVPD", "e_tot_ev": -114465.098, "de_lowest_kcal_mol": 8.4, "total_charge": 0, "orbital_gap_ev": 8.2, "max_force_ha_per_bohr": 0.024, "lumo_ev": -0.065, "elements": ["Sc", "C", "C", "C", "C", "N", "C", "C", "C", "C", "C", "C", "C", "H", "H", "H", "H", "H", "H", "H", "H", "N", "C", "C", "N", "C", "C", "N", "C", "C", "N", "H", "H", "H", "H", "H", "H", "F", "C", "F", "F", "S", "O", "O", "N", "S", "O", "O", "C", "F", "F", "F", "Cl", "C", "C", "O", "O", "H", "H"], "positions_angstrom": [[-0.279, 0.016, 0.600], [1.104, -0.274, -3.833], [1.787, 0.921, -3.993], [1.944, 1.750, -2.901], [1.418, 1.386, -1.659], [0.713, 0.244, -1.530], [0.576, -0.552, -2.590], [1.632, 2.186, -0.434], [2.546, 3.246, -0.454], [2.786, 4.002, 0.678], [2.115, 3.693, 1.851], [1.222, 2.629, 1.874], [0.939, 1.843, 0.752], [0.954, -0.959, -4.656], [2.191, 1.201, -4.957], [2.471, 2.683, -3.022], [0.010, -1.460, -2.438], [3.104, 3.480, -1.352], [3.495, 4.819, 0.645], [2.293, 4.269, 2.752], [0.739, 2.408, 2.818], [0.780, -4.217, -0.258], [-0.545, -4.445, -0.533], [-1.149, -3.227, -0.478], [-0.219, -2.265, -0.177], [0.936, -2.890, -0.046], [2.158, -2.188, 0.270], [2.190, -0.882, 0.377], [3.477, -0.546, 0.670], [4.243, -1.674, 0.740], [3.392, -2.718, 0.476], [1.482, -4.932, -0.195], [-0.937, -5.426, -0.732], [-2.189, -2.992, -0.621], [3.766, 0.483, 0.814], [5.288, -1.822, 0.944], [3.642, -3.689, 0.520], [-4.562, -0.195, 2.826], [-4.651, 0.271, 1.585], [-5.930, 0.292, 1.224], [-4.159, 1.509, 1.538], [-3.693, -0.790, 0.399], [-2.333, -0.804, 0.912], [-4.367, -2.041, 0.340], [-3.835, 0.023, -0.940], [-2.613, 0.840, -1.491], [-1.681, 1.266, -0.455], [-2.056, 0.282, -2.679], [-3.423, 2.404, -2.062], [-4.256, 2.130, -3.058], [-2.464, 3.219, -2.495], [-4.091, 2.991, -1.076], [-1.509, 1.028, 3.095], [-1.228, -0.460, 4.039], [-0.341, -1.448, 3.251], [-0.232, -2.582, 3.669], [0.244, -0.946, 2.225], [-2.187, -0.906, 4.279], [-0.706, -0.183, 4.951]]}

Entry 3:
{"formula": "C39H35As2I2N3O2Ti", "method": "wB97M-V/def2-TZVPD", "e_tot_ev": -210528.138, "total_charge": 4, "orbital_gap_ev": [3.7, 3.7], "max_force_ha_per_bohr": 0.050, "lumo_ev": [-12.849, -12.850], "elements": ["Ti", "I", "C", "I", "H", "H", "C", "C", "As", "C", "C", "C", "C", "C", "C", "C", "C", "C", "C", "C", "C", "As", "C", "C", "C", "C", "C", "C", "C", "C", "C", "C", "C", "C", "H", "H", "H", "H", "H", "H", "H", "H", "H", "H", "H", "H", "H", "H", "H", "H", "H", "H", "H", "H", "H", "H", "H", "H", "N", "C", "C", "C", "C", "C", "C", "N", "C", "C", "C", "C", "N", "C", "C", "H", "H", "H", "H", "H", "H", "H", "H", "H", "O", "O"], "positions_angstrom": [[1.024, 0.546, 0.277], [-0.221, -1.563, 3.994], [1.788, -0.974, 4.319], [2.611, 0.311, 2.776], [2.422, -1.850, 4.365], [1.840, -0.396, 5.235], [-1.782, 3.822, 0.698], [-0.253, 3.752, 0.669], [0.471, 2.855, -0.947], [0.971, 4.416, -2.046], [0.171, 5.551, -2.000], [0.522, 6.657, -2.761], [1.638, 6.608, -3.584], [2.402, 5.452, -3.656], [2.069, 4.343, -2.893], [2.306, 2.324, -0.355], [2.967, 1.453, -1.250], [4.327, 1.202, -1.113], [5.028, 1.753, -0.045], [4.379, 2.573, 0.870], [3.030, 2.875, 0.709], [-2.729, 2.094, 0.873], [-3.259, 1.085, -0.708], [-2.416, 0.388, -1.570], [-2.956, -0.271, -2.661], [-4.326, -0.243, -2.895], [-5.167, 0.409, -2.009], [-4.639, 1.078, -0.915], [-4.224, 2.325, 2.054], [-5.123, 3.327, 1.684], [-6.260, 3.511, 2.453], [-6.471, 2.717, 3.575], [-5.557, 1.736, 3.936], [-4.424, 1.519, 3.168], [-2.204, 4.306, -0.185], [-2.106, 4.381, 1.578], [0.110, 3.231, 1.556], [0.136, 4.770, 0.697], [-0.718, 5.593, -1.383], [-0.087, 7.549, -2.707], [1.902, 7.467, -4.185], [3.262, 5.412, -4.312], [2.680, 3.453, -2.953], [2.433, 1.093, -2.131], [4.852, 0.618, -1.860], [6.090, 1.567, 0.054], [4.932, 3.007, 1.693], [2.561, 3.579, 1.386], [-1.357, 0.326, -1.405], [-2.305, -0.805, -3.342], [-4.729, -0.738, -3.768], [-6.239, 0.397, -2.157], [-5.300, 1.588, -0.226], [-4.942, 3.959, 0.821], [-6.976, 4.274, 2.181], [-7.356, 2.871, 4.177], [-5.731, 1.141, 4.822], [-3.710, 0.749, 3.431], [2.882, -6.278, -0.928], [2.708, -7.590, -0.553], [3.324, -8.764, -0.898], [2.826, -9.929, -0.286], [1.757, -9.923, 0.653], [1.135, -8.763, 0.995], [1.595, -7.564, 0.365], [1.141, -6.320, 0.485], [1.925, -5.550, -0.293], [1.710, -4.121, -0.364], [2.574, -3.210, -0.985], [2.316, -1.862, -0.918], [1.231, -1.329, -0.306], [0.351, -2.222, 0.227], [0.563, -3.576, 0.240], [3.561, -5.959, -1.604], [4.138, -8.818, -1.608], [3.284, -10.878, -0.536], [1.447, -10.857, 1.099], [0.334, -8.718, 1.720], [3.456, -3.548, -1.513], [3.010, -1.171, -1.371], [-0.549, -1.815, 0.664], [-0.152, -4.242, 0.701], [-0.375, 0.752, 1.156], [-1.545, 1.080, 1.827]]}

Entry 4:
{"formula": "C41H53BMnN7PS3", "method": "wB97M-V/def2-TZVPD", "spin_multiplicity": 5, "e_tot_ev": -127578.061, "de_lowest_kcal_mol": 14.2, "total_charge": 3, "orbital_gap_ev": [6.3, 6.1], "s2": 6.258, "max_force_ha_per_bohr": 0.027, "lumo_ev": [-10.056, -10.342], "elements": ["Mn", "C", "C", "C", "C", "N", "N", "B", "N", "N", "C", "C", "C", "C", "C", "S", "C", "C", "C", "C", "N", "N", "C", "C", "C", "C", "C", "S", "C", "C", "C", "C", "C", "S", "C", "C", "C", "C", "H", "H", "H", "H", "H", "H", "H", "H", "H", "H", "H", "H", "H", "H", "H", "H", "H", "H", "H", "H", "H", "H", "H", "H", "H", "H", "H", "H", "H", "H", "H", "H", "H", "H", "H", "H", "H", "H", "H", "C", "P", "C", "C", "C", "C", "C", "C", "C", "C", "C", "C", "C", "C", "H", "H", "H", "H", "H", "H", "H", "H", "H", "H", "H", "H", "H", "N", "C", "H"], "positions_angstrom": [[0.463, 0.588, 3.100], [4.641, -0.283, 0.046], [3.230, -0.006, -0.342], [2.825, 0.304, -1.609], [1.453, 0.533, -1.918], [0.520, 0.372, -1.011], [0.917, 0.029, 0.219], [-0.135, -0.587, 1.132], [0.099, -2.067, 1.272], [0.549, -2.704, 0.189], [0.699, -4.001, 0.270], [0.353, -4.689, 1.466], [-0.075, -4.026, 2.585], [-0.410, -4.691, 3.876], [-0.145, -2.621, 2.458], [-0.535, -1.499, 3.712], [1.244, -4.685, -0.976], [2.570, -4.007, -1.351], [1.487, -6.176, -0.737], [0.232, -4.503, -2.113], [-1.571, -0.121, 0.997], [-2.037, -0.777, -0.094], [-3.279, -0.600, -0.443], [-4.118, 0.277, 0.302], [-3.666, 0.918, 1.413], [-4.518, 1.823, 2.237], [-2.305, 0.675, 1.786], [-1.715, 1.391, 3.232], [-3.806, -1.350, -1.650], [-4.237, -0.323, -2.709], [-2.734, -2.271, -2.227], [-5.021, -2.182, -1.211], [2.191, -0.074, 0.617], [2.443, -0.304, 2.296], [1.025, 0.884, -3.330], [1.981, 1.929, -3.922], [-0.397, 1.435, -3.350], [1.095, -0.418, -4.146], [5.305, -0.149, -0.805], [4.964, 0.377, 0.851], [4.735, -1.312, 0.401], [3.559, 0.387, -2.399], [0.455, -5.765, 1.497], [-0.327, -5.771, 3.789], [0.265, -4.353, 4.664], [-1.427, -4.443, 4.184], [3.310, -4.109, -0.555], [2.977, -4.480, -2.245], [2.420, -2.947, -1.564], [2.193, -6.357, 0.076], [0.562, -6.717, -0.529], [1.915, -6.614, -1.638], [0.067, -3.446, -2.329], [0.611, -4.987, -3.013], [-0.728, -4.962, -1.868], [-5.142, 0.420, -0.016], [-5.510, 1.912, 1.801], [-4.619, 1.441, 3.254], [-4.067, 2.815, 2.296], [-3.396, 0.283, -3.045], [-4.640, -0.848, -3.574], [-5.019, 0.345, -2.344], [-1.844, -1.715, -2.527], [-2.426, -3.029, -1.505], [-3.133, -2.780, -3.104], [-5.843, -1.562, -0.853], [-5.393, -2.748, -2.065], [-4.758, -2.894, -0.427], [2.062, 2.808, -3.279], [2.980, 1.531, -4.098], [1.598, 2.258, -4.887], [-0.453, 2.393, -2.832], [-0.700, 1.597, -4.384], [-1.101, 0.748, -2.888], [2.097, -0.850, -4.133], [0.392, -1.160, -3.760], [0.839, -0.211, -5.185], [1.023, 3.886, 3.763], [0.782, 2.927, 2.244], [2.263, 3.206, 1.242], [3.511, 2.942, 1.822], [4.677, 3.238, 1.141], [4.618, 3.784, -0.137], [3.390, 4.052, -0.719], [2.214, 3.774, -0.034], [-0.627, 3.644, 1.382], [-1.046, 3.138, 0.149], [-2.147, 3.686, -0.492], [-2.839, 4.742, 0.086], [-2.433, 5.246, 1.313], [-1.339, 4.694, 1.965], [0.194, 3.737, 4.454], [1.103, 4.943, 3.504], [1.953, 3.577, 4.240], [3.581, 2.526, 2.822], [5.636, 3.059, 1.609], [5.532, 4.026, -0.664], [3.344, 4.511, -1.697], [1.273, 4.034, -0.484], [-0.526, 2.314, -0.326], [-2.458, 3.295, -1.452], [-3.688, 5.178, -0.422], [-2.963, 6.073, 1.764], [-1.051, 5.106, 2.921], [1.326, 1.126, 6.374], [1.046, 1.002, 5.265], [1.558, 1.233, 7.341]]}